# 1
This record from OMol25 describes a structure of composition C31H53BrClLuN11O3PSSi2. The level of theory is ωB97M-V with the def2-TZVPD basis set.

Calculated values
HOMO-LUMO gap (eV): 4.39
Maximum force (eV/Å): 2.52
Energy above the lowest of the compared OMol25 structures with the same formula, charge and spin (eV): 0.000
LUMO level (eV): -0.976
E_HOMO (eV): -5.4
Total energy (hartree): -7629.5152

ORCA input file:
```
! RIJCOSX wB97M-V def2-TZVPD def2/J DEFGRID3
* xyz 0 1
Lu 0.16224 -1.62830 -1.51564
C 0.66624 -6.42466 0.58157
Si 0.54463 -4.52756 0.49079
C 1.01871 -3.99311 2.26951
C -1.33164 -4.13533 0.37097
N 1.19722 -3.55290 -0.73313
C 2.27767 -3.78102 -1.57264
C 2.95552 -5.00822 -1.61302
C 3.95401 -5.28954 -2.53217
C 4.32243 -4.32213 -3.44813
C 3.73001 -3.07002 -3.38458
C 2.72543 -2.74409 -2.46416
N 2.16279 -1.46518 -2.39823
Si 2.35236 -0.26087 -3.60260
C 1.37067 -0.73759 -5.15908
C 4.10680 0.31861 -4.07235
C 1.56514 1.34599 -2.92254
H -0.09945 -6.81066 1.25812
H 1.63822 -6.74233 0.96443
H 0.51976 -6.89938 -0.39020
H 0.43895 -4.57007 2.99481
H 0.80336 -2.93408 2.43462
H 2.07529 -4.16142 2.49274
H -1.87902 -4.33125 1.29961
H -1.76705 -4.77076 -0.40471
H -1.83679 -2.14252 0.72955
H 2.64487 -5.77328 -0.91243
H 4.42633 -6.26438 -2.53684
H 5.05584 -4.53459 -4.21625
H 4.04451 -2.30191 -4.07946
H 1.88163 -1.51032 -5.73631
H 1.17850 0.11004 -5.81995
H 0.40746 -1.14021 -4.83627
H 4.61399 -0.36901 -4.74976
H 4.73318 0.41520 -3.18203
H 4.07042 1.29252 -4.56535
H 0.71383 1.11495 -2.28124
H 1.19500 1.94702 -3.75653
H 2.28198 1.95362 -2.36366
C 0.18781 5.85959 -0.36322
N -0.28746 5.55979 1.06199
C -1.59719 6.29834 1.28505
N -2.54981 5.96576 0.28822
C -2.03004 6.26670 -1.04172
N -0.80626 5.52819 -1.31077
C -1.02135 4.08624 -1.44724
P -1.72102 3.25509 0.09076
C -0.48558 4.09574 1.26711
C -3.03262 4.58361 0.36933
H 1.10046 5.28978 -0.53149
H 0.40296 6.93025 -0.39629
H 0.42706 5.89524 1.70963
H -1.37528 7.36689 1.24735
H -1.96920 6.03064 2.27460
H -1.82069 7.33776 -1.10671
H -2.78266 6.00684 -1.78391
H -0.07842 3.60636 -1.71743
H -1.72420 3.91713 -2.26129
H 0.48126 3.60946 1.16563
H -0.83067 3.93272 2.29151
H -3.50328 4.43009 1.34387
H -3.79857 4.44796 -0.39508
C -2.45556 -1.91979 3.66150
N -2.16210 -1.18458 2.42939
C -3.32232 -0.36131 2.07300
N -3.68056 0.56784 3.14880
C -3.93799 -0.20985 4.36428
N -2.78151 -1.01281 4.76543
C -1.64949 -0.10969 4.96822
N -1.32710 0.66272 3.76197
C -1.02550 -0.29165 2.68192
C -2.51956 1.42345 3.38151
H -1.58252 -2.51783 3.93218
H -3.30558 -2.58491 3.49174
H -4.17415 -1.01321 1.86096
H -3.06590 0.21752 1.18278
H -4.78285 -0.87654 4.17918
H -4.19397 0.47747 5.17419
H -0.77308 -0.69568 5.25265
H -1.89004 0.58536 5.77671
H -0.16121 -0.89421 2.96982
H -0.79332 0.24877 1.76332
H -2.30520 1.95637 2.45087
H -2.75298 2.13694 4.17751
Br 3.47930 3.00605 0.29561
C 3.26361 1.12177 0.44095
C 4.37827 0.34485 0.69489
C 4.15642 -1.01530 0.84218
C 2.88209 -1.51633 0.66227
N 1.82046 -0.76186 0.36374
C 2.00929 0.55850 0.30680
H 5.36596 0.77648 0.76947
H 4.97400 -1.68407 1.06995
H 2.69059 -2.57587 0.74067
H 1.12502 1.15473 0.11435
O -1.30751 -2.80358 -2.54748
S -2.41329 -2.53262 -1.50254
N -1.50355 -2.72489 -0.04332
Cl -3.60012 1.98253 -1.80150
C -3.26323 0.19700 -1.81829
C -1.78201 -0.12727 -1.66641
O -1.09180 -0.29067 -2.71472
O -1.19507 0.04543 -0.53221
H -3.59343 -0.15338 -2.79000
H -3.85882 -0.20728 -1.00965
*
```

***

# 2
This record from OMol25 describes an isolated molecule of C20H26N2O3. The level of theory is ωB97M-V with the def2-TZVPD basis set.

Calculated values
HOMO-LUMO gap (eV): 8.18
Maximum force (eV/Å): 0.78
Energy above the lowest of the compared OMol25 structures with the same formula, charge and spin (eV): 1.192
LUMO level (eV): 0.211
E_HOMO (eV): -8.0
Total energy (hartree): -1112.9960
SMILES string: CN(C(=O)CCCOc1ccc2[nH]c(=O)ccc2c1)C1CCCCC1

ORCA input file:
```
! RIJCOSX wB97M-V def2-TZVPD def2/J DEFGRID3
* xyz 0 1
C -0.23884 -0.30553 2.59315
N -0.00921 0.57708 1.46585
C 1.15769 1.27324 1.45817
O 1.98845 1.12426 2.33537
C 1.38433 2.28283 0.33480
H 1.04555 1.89456 -0.62405
C 2.85847 2.68591 0.24681
C 3.70689 1.74678 -0.61754
H 4.72984 2.13320 -0.65806
H 3.31780 1.70898 -1.64158
O 3.83999 0.45547 -0.06148
C 2.88599 -0.48912 -0.25373
C 2.00118 -0.54894 -1.31402
C 1.08393 -1.60060 -1.42122
C 1.06592 -2.61135 -0.44408
C 1.97690 -2.55717 0.61476
C 2.86712 -1.51826 0.70498
H 3.56595 -1.45098 1.52224
H 1.96877 -3.33491 1.36429
N 0.14540 -3.62025 -0.54992
C -0.79835 -3.75205 -1.55041
O -1.58314 -4.68267 -1.53330
C -0.74732 -2.70631 -2.55797
C 0.14253 -1.69686 -2.49333
H 0.16128 -0.93171 -3.25768
H -1.46392 -2.78789 -3.35977
H 0.14530 -4.34809 0.15502
H 1.99440 0.19957 -2.09217
H 3.27019 2.68884 1.25765
H 2.94518 3.68877 -0.17421
H 0.78356 3.16468 0.57167
C -1.12263 0.80011 0.55734
C -2.06070 1.90505 1.06467
C -3.13951 2.19155 0.02365
C -3.93119 0.92669 -0.29662
C -2.99803 -0.18829 -0.75979
C -1.93872 -0.46900 0.30276
H -1.28148 -1.27108 -0.03067
H -2.43753 -0.78976 1.21744
H -3.56810 -1.09820 -0.95348
H -2.51118 0.10320 -1.69332
H -4.67086 1.13912 -1.07041
H -4.46737 0.59982 0.59686
H -3.81184 2.96759 0.39424
H -2.66968 2.56579 -0.88914
H -2.52914 1.58386 1.99682
H -1.48973 2.81156 1.27426
H -0.71567 1.11409 -0.40794
H -0.30310 -1.34321 2.26500
H -1.15326 -0.02999 3.11930
H 0.60790 -0.20037 3.26880
*
```